Record 1
19
Properties=species:S:1:pos:R:3 method="wB97M-V/def2-TZVPD" s_squared=2.03 largest_force_ev_per_a=6.807 e_above_lowest_ev=2.549 orbital_gap_ev="6.97 / 6.39" charge=+1 multiplicity=3
C 0.064 0.259 -1.626
C 1.171 0.988 -1.475
C -0.440 -0.698 -0.666
C 1.790 0.842 -0.123
C 0.357 1.394 1.712
C 0.846 0.411 0.917
C -2.382 -2.065 -0.230
N 3.035 1.050 0.004
N -0.502 2.038 2.254
O -1.726 -0.862 -0.454
H -0.508 0.512 -2.492
H 1.676 1.528 -2.188
H 0.202 -1.587 -0.456
H 1.276 -0.346 1.495
H -1.665 -2.769 0.002
H -3.012 -1.907 0.635
H -2.996 -2.367 -1.018
H 3.463 0.771 0.958
H -0.649 2.807 2.751

=====

Record 2
21
Properties=species:S:1:pos:R:3 method="wB97M-V/def2-TZVPD" s_squared=2.02 largest_force_ev_per_a=7.508 e_above_lowest_ev=0.000 orbital_gap_ev="3.43 / 8.07" charge=-1 multiplicity=3
C 3.503 -1.181 -0.490
C 1.561 -0.203 -0.449
C 3.506 1.312 0.427
C -1.280 -1.286 -0.043
C 0.304 1.263 1.093
C -0.803 -0.101 -0.843
C 0.403 0.484 -0.139
N 2.844 -0.110 0.018
N 2.794 -1.885 -1.313
O 3.092 1.586 1.499
O 4.343 1.690 -0.320
O 1.548 -1.335 -1.263
H 4.625 -1.164 -0.365
H -2.000 -0.981 0.749
H -0.312 -1.780 0.325
H -1.828 -1.900 -0.750
H -0.772 1.290 1.416
H 0.475 2.251 0.998
H 1.047 1.002 1.841
H -0.474 -0.412 -1.909
H -1.569 0.631 -1.154

=====

Record 3
22
Properties=species:S:1:pos:R:3 method="wB97M-V/def2-TZVPD" largest_force_ev_per_a=2.907 e_above_lowest_ev=4.998 orbital_gap_ev=9.59
C -1.235 2.276 0.212
C -1.166 1.652 1.513
C -0.713 1.630 -0.936
C -0.446 0.476 1.565
C -0.119 0.396 -0.851
C 0.067 -0.160 0.431
C 3.339 -0.992 -0.272
N -3.760 -0.151 0.590
N -3.391 -0.419 -0.413
O -3.072 -0.631 -1.515
O 0.057 -2.753 -0.129
O 2.102 -1.690 -0.532
P 0.957 -1.785 0.718
H -2.076 2.980 0.056
H -1.410 2.080 2.467
H -0.716 2.323 -1.805
H -0.173 0.098 2.484
H 0.247 -0.093 -1.737
H 3.665 -1.300 0.715
H 3.275 0.100 -0.461
H 4.115 -1.307 -1.104
H 0.451 -2.731 -0.995

=====

Record 4
19
Properties=species:S:1:pos:R:3 method="wB97M-V/def2-TZVPD" largest_force_ev_per_a=3.316 e_above_lowest_ev=4.536 orbital_gap_ev="8.71 / 5.99"
C 2.127 1.423 -0.401
C 3.137 0.386 -0.454
C 1.006 0.933 0.099
C 2.716 -0.709 0.237
C -3.177 0.582 -0.392
C -2.676 -0.943 -0.138
C 1.300 -0.458 0.632
N -2.690 1.520 0.191
N -1.308 -0.980 0.305
P 0.128 -1.385 -0.446
H 2.191 2.505 -0.746
H 4.106 0.703 -0.962
H 0.073 1.452 0.190
H 3.262 -1.576 0.607
H -3.943 0.719 -1.112
H -3.516 -1.190 0.486
H -2.643 -1.571 -1.118
H 1.005 -0.752 1.743
H -1.098 -0.656 1.278

=====

Record 5
19
Properties=species:S:1:pos:R:3 method="wB97M-V/def2-TZVPD" largest_force_ev_per_a=5.321 e_above_lowest_ev=4.777 orbital_gap_ev=8.95
C -0.950 -1.570 -0.089
C 1.171 1.788 0.087
C 0.140 -0.859 -0.300
C 1.559 -0.797 -0.182
C -2.274 -0.769 0.034
C 1.883 0.485 0.555
C -1.974 0.704 -0.427
N 0.049 1.824 -0.423
N 2.354 -1.684 -0.569
N -0.573 0.724 -0.848
H -0.935 -2.657 0.021
H 1.640 2.732 0.366
H -3.196 -1.314 -0.457
H -2.483 -0.857 1.066
H 3.059 0.821 0.521
H 1.692 0.431 1.647
H -2.514 1.338 -1.168
H -1.965 1.266 0.567
H 3.317 -1.605 -0.401

=====

Record 6
19
Properties=species:S:1:pos:R:3 method="wB97M-V/def2-TZVPD" largest_force_ev_per_a=5.319 e_above_lowest_ev=4.598 orbital_gap_ev=7.72 charge=+2
C -0.531 -1.113 0.305
C 1.432 1.350 -0.104
C 2.543 0.607 -0.111
C 1.808 -1.600 -0.012
C -0.090 1.317 0.042
C -0.768 0.265 0.842
C -2.958 -0.891 -0.394
N 0.600 -1.644 -0.148
N -1.664 -0.667 0.041
N 2.853 -0.898 -0.083
H 1.689 2.431 -0.181
H 3.565 1.034 -0.303
H -0.292 2.183 0.614
H -0.636 1.210 -0.892
H -1.102 0.299 1.867
H -3.438 -0.150 -1.098
H -3.108 -1.972 -0.870
H -3.758 -0.741 0.370
H 3.855 -1.021 0.115

=====

Record 7
20
Properties=species:S:1:pos:R:3 method="wB97M-V/def2-TZVPD" largest_force_ev_per_a=4.966 e_above_lowest_ev=2.629 orbital_gap_ev=8.63
C 0.207 -0.589 -1.669
C 0.510 -0.390 -0.364
C 1.278 -0.380 1.725
C -0.059 0.306 1.748
C 2.155 -0.660 2.694
C -1.067 -0.096 -2.264
C -1.527 1.148 -1.423
N 1.616 -0.658 0.400
N -1.726 0.488 -0.157
N -0.484 0.257 0.469
O -0.511 0.851 2.718
H 0.892 -1.140 -2.167
H 3.075 -1.108 2.478
H 1.998 -0.476 3.671
H -1.061 0.303 -3.326
H -1.707 -0.871 -2.138
H -0.818 1.890 -1.219
H -2.541 1.570 -1.876
H 2.011 -1.523 0.157
H -2.241 1.077 0.542

=====

Record 8
22
Properties=species:S:1:pos:R:3 method="wB97M-V/def2-TZVPD" largest_force_ev_per_a=3.428 e_above_lowest_ev=0.497 orbital_gap_ev=9.50
C 0.508 -2.289 3.540
C -0.077 -0.851 3.454
C -0.289 -0.668 1.060
C 0.062 0.038 -0.165
C 0.996 1.103 -0.194
C 0.540 1.498 -2.360
C -0.754 -0.059 -1.360
H -0.142 -2.725 4.392
H 1.595 -2.241 3.752
H 0.223 -2.844 2.557
H 0.269 -0.149 4.169
H -1.163 -1.047 3.465
H 1.514 1.290 0.705
H 1.605 2.925 -3.266
H 0.760 2.019 -4.449
H -1.892 -1.186 -0.436
N 1.357 1.777 -1.298
N 1.004 2.081 -3.481
N -0.499 0.666 -2.443
O 0.332 -0.256 2.157
O -1.146 -1.536 1.136
O -1.899 -0.751 -1.316